(1)
C42H54As3BCsF4IN4O2P | the ωB97M-V functional and the def2-TZVPD basis

Geometry (Å):
Cs (0.39943, -0.19327, -0.32271)
C (-3.92405, -0.17565, -1.71550)
C (-3.20494, 0.77921, -2.63170)
N (-3.73933, 1.04063, -3.79758)
C (-3.09328, 1.87118, -4.65537)
C (-1.89663, 2.46394, -4.36438)
C (-1.23696, 3.32448, -5.40655)
O (-0.04263, 2.75526, -5.95237)
C (-1.28513, 2.20825, -3.10984)
C (-0.05420, 2.89461, -2.76455)
N (0.76114, 2.59072, -1.82295)
C (1.80992, 3.46909, -1.52604)
C (1.59522, 4.84406, -1.38190)
C (2.61912, 5.69970, -1.00582)
C (3.88804, 5.19966, -0.75717)
C (4.12315, 3.83647, -0.89158)
C (3.09831, 2.98307, -1.26805)
I (3.52350, 0.94599, -1.50216)
C (-1.94293, 1.34751, -2.18408)
O (-1.48461, 1.07533, -1.03391)
H (-4.31234, -1.01518, -2.29375)
H (-4.77622, 0.31919, -1.23936)
H (-3.25802, -0.54155, -0.93556)
H (-3.57286, 2.03650, -5.61468)
H (-1.03319, 4.32447, -5.01199)
H (-1.91574, 3.44193, -6.24873)
H (0.48076, 2.38554, -5.23278)
H (0.19581, 3.76001, -3.39691)
H (0.59082, 5.22434, -1.53039)
H (2.41791, 6.75785, -0.89192)
H (4.69119, 5.85634, -0.44703)
H (5.10748, 3.42993, -0.69981)
C (3.24470, 0.55287, 2.44390)
As (1.40258, 0.07872, 2.91157)
C (1.85733, -0.92875, 4.53417)
C (1.07325, 1.85498, 3.75728)
C (-0.30074, 2.16434, 4.39265)
C (-0.10433, 3.32183, 5.38258)
C (-1.31928, 2.63317, 3.33954)
As (-1.71659, 1.47702, 1.77083)
C (-2.99824, 2.75319, 1.01894)
C (-3.10326, 0.33876, 2.60422)
C (-0.80980, 0.92643, 5.14883)
As (-2.48247, 1.11298, 6.18002)
C (-2.65590, -0.81370, 6.51635)
C (-1.68978, 1.53024, 7.93026)
H (3.80156, 0.78802, 3.35238)
H (3.24737, 1.42475, 1.78801)
H (3.71816, -0.27856, 1.92566)
H (2.24840, -0.26624, 5.30788)
H (2.61513, -1.65850, 4.24847)
H (0.99098, -1.46773, 4.91497)
H (1.28166, 2.60137, 2.98278)
H (1.85405, 1.96809, 4.51587)
H (0.39531, 4.16025, 4.89108)
H (0.51099, 3.00851, 6.23146)
H (-1.06490, 3.68125, 5.76588)
H (-0.94745, 3.56273, 2.89621)
H (-2.26880, 2.87372, 3.82470)
H (-3.60097, 3.20461, 1.80850)
H (-3.64567, 2.23413, 0.31172)
H (-2.46264, 3.53173, 0.47408)
H (-3.71036, 0.91506, 3.30376)
H (-2.66242, -0.51171, 3.12642)
H (-3.74401, -0.04603, 1.80821)
H (-0.04941, 0.57585, 5.85038)
H (-0.98387, 0.11394, 4.43951)
H (-2.95509, -1.31755, 5.59667)
H (-3.41634, -0.99861, 7.27462)
H (-1.70308, -1.22732, 6.85327)
H (-1.48592, 2.59635, 8.01677)
H (-0.76103, 0.97464, 8.07706)
H (-2.39824, 1.24951, 8.71078)
N (-0.02145, -4.06814, -1.93806)
P (-0.06454, -2.59045, -2.82263)
C (-0.44930, -3.27445, -4.49551)
C (-1.61347, -2.84866, -5.12796)
C (-1.96387, -3.34571, -6.37995)
C (-1.15352, -4.28070, -7.00433)
C (0.01472, -4.71301, -6.38224)
C (0.36775, -4.20571, -5.14156)
C (1.72445, -2.28439, -3.12286)
C (2.08409, -1.49343, -4.21992)
C (3.41710, -1.26119, -4.50759)
C (4.40978, -1.78725, -3.68296)
C (4.05901, -2.53162, -2.56849)
C (2.71669, -2.78840, -2.29128)
C (-0.50291, -4.12315, -0.63864)
C (-0.63002, -5.31818, 0.07701)
C (-1.15427, -5.25603, 1.35099)
C (-1.54683, -4.03151, 1.88620)
C (-1.35571, -2.91139, 1.10392)
N (-0.84053, -2.95171, -0.12094)
H (0.32642, -4.92043, -2.34393)
H (-2.24674, -2.11514, -4.63849)
H (-2.86800, -2.99905, -6.86598)
H (-1.42225, -4.66758, -7.97979)
H (0.65608, -5.43543, -6.87383)
H (1.29993, -4.51670, -4.67994)
H (1.31464, -1.08616, -4.86956)
H (3.68838, -0.65727, -5.36528)
H (5.45281, -1.58893, -3.90143)
H (4.81407, -2.91271, -1.89184)
H (2.46536, -3.37477, -1.41583)
H (-0.31317, -6.25583, -0.36139)
H (-1.25652, -6.16307, 1.93408)
H (-1.95803, -3.95131, 2.88371)
H (-1.62564, -1.91740, 1.45516)
F (2.12905, -2.58352, 1.95463)
B (3.29808, -3.01232, 1.27539)
F (3.70944, -1.96770, 0.39901)
F (2.99857, -4.16489, 0.51237)
F (4.31079, -3.27863, 2.20862)

Results
Net charge: -1
HOMO-LUMO gap in hartree: 0.25557
Strongest force on any atom in Eh/bohr: 0.051
Highest occupied orbital energy in eV: -4.94
Lowest unoccupied orbital energy in eV: 2.01
Multiplicity: 1

=====

(2)
C42H54NO3PSi2 | the ωB97M-V functional and the def2-TZVPD basis

Geometry (Å):
C (-1.58356, -0.11430, -0.81989)
C (-1.05092, 0.89745, -1.80917)
O (-0.62497, 1.98683, -1.45505)
N (-1.12862, 0.50727, -3.13202)
C (-0.47027, 1.38504, -4.10413)
C (-1.42157, 2.48732, -4.54741)
C (-0.73437, 3.68006, -5.20375)
C (0.33334, 4.36197, -4.32781)
Si (-0.22983, 5.98062, -3.62063)
O (-1.19862, 5.66496, -2.30506)
Si (-2.03698, 6.91673, -1.60491)
P (1.68312, 7.03605, -2.98491)
O (2.82121, 6.43119, -3.74418)
H (-2.43188, -0.61811, -1.27739)
H (-1.88977, 0.36642, 0.09704)
H (-0.83063, -0.87550, -0.62763)
H (-0.93470, -0.47209, -3.27095)
H (0.45612, 1.77611, -3.69818)
H (-0.20781, 0.76879, -4.96096)
H (-2.09478, 2.04557, -5.28037)
H (-2.03125, 2.80759, -3.70635)
H (-0.27243, 3.34217, -6.12985)
H (-1.49882, 4.39638, -5.50014)
H (0.60229, 3.76170, -3.46018)
H (1.26331, 4.53161, -4.86498)
H (-0.94082, 6.80895, -4.62221)
H (-3.44037, 6.91539, -2.05791)
H (-2.01989, 6.73377, -0.14064)
H (-1.38031, 8.20698, -1.92047)
H (1.81845, 6.84680, -1.59066)
H (1.58857, 8.42637, -3.21326)
C (-3.01342, -2.87005, 3.03315)
C (-3.42394, -2.38584, 1.79963)
C (-4.40908, -1.41102, 1.72898)
C (-4.97953, -0.91610, 2.89308)
C (-4.56757, -1.39906, 4.12696)
C (-3.58583, -2.37716, 4.19691)
H (-2.24405, -3.62940, 3.08861)
H (-2.97451, -2.76828, 0.89179)
H (-4.73144, -1.03497, 0.76635)
H (-5.74471, -0.15295, 2.83849)
H (-5.01067, -1.01128, 5.03478)
H (-3.26417, -2.75338, 5.15962)
C (3.09534, 0.75739, 0.88704)
C (2.26357, 0.53283, -0.20112)
C (2.55805, -0.48871, -1.09364)
C (3.67569, -1.28790, -0.89762)
C (4.50437, -1.06264, 0.19202)
C (4.21519, -0.03849, 1.08298)
H (2.86909, 1.55426, 1.58326)
H (1.39001, 1.15335, -0.35484)
H (1.91448, -0.66045, -1.94876)
H (3.90253, -2.08409, -1.59500)
H (5.37647, -1.68451, 0.34625)
H (4.86368, 0.13938, 1.93096)
C (-1.06422, -5.56204, 5.26114)
C (-0.51244, -5.75869, 6.51891)
C (0.77303, -6.26678, 6.64036)
C (1.50882, -6.57196, 5.50405)
C (0.95791, -6.37253, 4.24642)
C (-0.32971, -5.87001, 4.12493)
H (-2.06899, -5.16934, 5.16682)
H (-1.08616, -5.51867, 7.40470)
H (1.20178, -6.42832, 7.62101)
H (2.51199, -6.96628, 5.59896)
H (1.53198, -6.60997, 3.36050)
H (-0.76085, -5.72016, 3.14324)
C (-2.11307, -3.80566, 11.24252)
C (-1.56229, -4.00294, 12.50061)
C (-0.27487, -4.50581, 12.62373)
C (0.46331, -4.80825, 11.48848)
C (-0.08724, -4.61098, 10.23015)
C (-1.37582, -4.11078, 10.10729)
H (-3.11701, -3.41337, 11.14661)
H (-2.13648, -3.76346, 13.38597)
H (0.15349, -4.66200, 13.60508)
H (1.46842, -5.19760, 11.58450)
H (0.49028, -4.84328, 9.34478)
H (-1.80589, -3.95525, 9.12611)
C (4.12724, 6.47143, -6.93841)
C (5.02569, 6.35820, -5.88741)
C (6.38698, 6.48684, -6.13238)
C (6.84668, 6.73263, -7.41965)
C (5.94454, 6.84668, -8.46782)
C (4.58391, 6.71411, -8.22694)
H (3.06669, 6.37136, -6.74535)
H (4.65818, 6.17226, -4.88715)
H (7.09200, 6.39603, -5.31587)
H (7.90820, 6.83540, -7.60644)
H (6.30136, 7.03927, -9.47156)
H (3.87955, 6.80065, -9.04488)
C (-3.56386, -3.27401, -3.54474)
C (-2.21215, -3.18190, -3.24588)
C (-1.26300, -3.39632, -4.23573)
C (-1.66688, -3.69803, -5.52886)
C (-3.01854, -3.78898, -5.82849)
C (-3.96667, -3.57931, -4.83664)
H (-4.30278, -3.10713, -2.77175)
H (-1.89561, -2.94265, -2.23795)
H (-0.20800, -3.33139, -3.99928)
H (-0.92824, -3.86437, -6.30190)
H (-3.33374, -4.02419, -6.83644)
H (-5.02032, -3.65346, -5.07118)

Results
HOMO-LUMO gap in hartree: 0.34060
Strongest force on any atom in Eh/bohr: 0.019
Highest occupied orbital energy in eV: -8.81
Lowest unoccupied orbital energy in eV: 0.46
Multiplicity: 1

=====

(3)
C42H55Br4GeN4O5Sr | the ωB97M-V functional and the def2-TZVPD basis

Geometry (Å):
Sr (-0.85300, 0.38080, 0.15710)
C (0.45230, 4.43550, -0.22350)
C (-0.92500, 3.78360, -0.00780)
C (-1.79180, 4.74980, 0.81100)
C (-1.60130, 3.55190, -1.36540)
O (-0.77310, 2.54890, 0.62870)
Ge (-0.94990, 2.21200, 2.56980)
O (0.75990, 1.33370, 2.52870)
C (1.50530, 0.97470, 3.66250)
C (1.16880, -0.46010, 4.08510)
C (1.22800, 1.91700, 4.84270)
C (3.00360, 1.06580, 3.32010)
O (-1.90250, 0.45470, 2.12400)
C (-3.18260, 0.20370, 2.63500)
C (-3.15440, 0.29200, 4.17060)
C (-4.19710, 1.22020, 2.08600)
C (-3.63360, -1.21350, 2.24480)
H (0.34420, 5.39780, -0.71930)
H (0.94000, 4.57850, 0.73990)
H (1.08380, 3.79330, -0.83360)
H (-1.98790, 5.65590, 0.24350)
H (-2.73740, 4.27570, 1.06100)
H (-1.28210, 5.01500, 1.73490)
H (-1.73970, 4.48940, -1.90030)
H (-0.99280, 2.87980, -1.96700)
H (-2.57120, 3.08700, -1.20810)
H (0.09810, -0.54130, 4.26040)
H (1.44570, -1.15320, 3.29580)
H (1.71000, -0.73180, 4.98820)
H (0.20640, 1.78430, 5.19440)
H (1.90820, 1.71640, 5.66730)
H (1.35340, 2.95160, 4.52710)
H (3.25650, 0.38510, 2.50870)
H (3.24900, 2.08610, 3.02920)
H (3.60350, 0.79660, 4.18660)
H (-2.92610, 1.31390, 4.47310)
H (-4.10780, -0.00510, 4.60340)
H (-2.37440, -0.36620, 4.54770)
H (-4.18510, 1.20230, 0.99760)
H (-3.91790, 2.21790, 2.42340)
H (-5.20610, 1.00670, 2.43750)
H (-2.99500, -1.95370, 2.72230)
H (-4.66070, -1.38250, 2.56300)
H (-3.56900, -1.34260, 1.16670)
Br (-0.36220, -2.92170, 1.77140)
C (1.09250, -3.40710, 0.61480)
Br (2.41690, -2.01040, 0.55010)
H (0.67780, -3.53340, -0.38770)
H (1.56860, -4.30440, 1.00370)
Br (0.19440, 1.64200, -7.67530)
C (-0.01830, 1.28570, -5.81960)
C (-1.22200, 0.78710, -5.35080)
C (-1.31500, 0.55340, -3.98400)
N (-0.33530, 0.77410, -3.13430)
C (0.81640, 1.27420, -3.58210)
C (1.01680, 1.54550, -4.94090)
C (1.82590, 1.58220, -2.55600)
C (2.96030, 2.34010, -2.85500)
C (3.84850, 2.62820, -1.83600)
Br (5.38980, 3.68370, -2.19530)
C (3.59580, 2.17390, -0.55420)
C (2.42270, 1.45690, -0.35120)
N (1.57240, 1.16120, -1.31460)
H (-2.04460, 0.59600, -6.02170)
H (-2.23770, 0.19190, -3.55290)
H (1.93940, 1.95080, -5.31980)
H (3.14360, 2.71770, -3.84580)
H (4.27210, 2.37820, 0.25750)
H (2.14910, 1.13770, 0.64050)
O (-2.96280, 0.34680, -0.94270)
C (-2.80480, -0.83880, -1.19630)
N (-3.78980, -1.68600, -1.59920)
C (-3.22130, -2.94890, -2.02580)
C (-1.76080, -2.73650, -1.55400)
O (-0.90140, -3.60080, -1.59540)
N (-1.62000, -1.48680, -1.09270)
C (-3.77220, -4.17070, -1.33650)
C (-3.29560, -5.42030, -1.72020)
C (-3.78920, -6.56370, -1.12090)
C (-4.76060, -6.47060, -0.13720)
C (-5.23250, -5.22830, 0.24900)
C (-4.73560, -4.08070, -0.34420)
C (-3.36220, -3.07400, -3.52960)
C (-2.35140, -2.68580, -4.39570)
C (-2.55570, -2.72270, -5.76460)
C (-3.77150, -3.13800, -6.27730)
C (-4.78330, -3.53310, -5.41850)
C (-4.57980, -3.50160, -4.05100)
H (-4.67400, -1.34700, -1.93980)
H (-2.54940, -5.49050, -2.49620)
H (-3.43470, -7.53350, -1.44040)
H (-5.15300, -7.36730, 0.32000)
H (-6.00290, -5.14800, 1.00240)
H (-5.10890, -3.11250, -0.04810)
H (-1.40200, -2.36360, -3.99100)
H (-1.75750, -2.43260, -6.43450)
H (-3.92630, -3.15760, -7.34620)
H (-5.72890, -3.87350, -5.81450)
H (-5.36250, -3.81730, -3.37790)
C (1.79980, -3.50250, -4.39050)
C (2.17020, -3.40010, -2.89500)
C (3.64420, -3.75530, -2.70740)
C (1.87370, -2.03890, -2.40770)
H (2.01890, -4.50290, -4.75510)
H (2.37320, -2.78200, -4.96950)
H (0.74070, -3.30610, -4.53510)
H (1.53840, -4.12500, -2.37230)
H (4.26730, -3.10120, -3.31180)
H (3.83000, -4.78350, -3.00560)
H (3.94430, -3.63730, -1.66980)
H (0.86630, -1.73020, -2.17140)
H (2.63210, -1.28240, -2.49510)

Results
Expectation value of S²: 0.754
HOMO-LUMO gap (spin up / spin down) in hartree: 0.24789 / 0.28512
Strongest force on any atom in Eh/bohr: 0.063
Highest occupied orbital energy (spin up / spin down) in eV: -7.20 / -8.22
Lowest unoccupied orbital energy (spin up / spin down) in eV: -0.46 / -0.46
Multiplicity: 2

=====

(4)
C42H55CdN10 | the ωB97M-V functional and the def2-TZVPD basis

Geometry (Å):
Cd (0.21838, -0.25433, 0.31996)
N (1.99449, -1.06257, -1.22048)
C (2.76845, -1.87165, -0.25578)
C (1.60302, -2.31388, 1.97185)
N (0.30509, -1.67733, 2.28685)
C (0.18073, -1.12620, 3.64120)
C (0.70424, 0.29097, 3.71656)
N (-0.04475, 1.14217, 2.78453)
H (1.40482, -1.66690, -1.78344)
H (2.61466, -0.55331, -1.83869)
H (3.81232, -1.59305, -0.39304)
H (3.10600, -3.40178, -1.61270)
H (2.09612, -2.58059, 2.90351)
H (1.42252, -3.24401, 1.44167)
H (-0.42410, -2.36517, 2.13379)
H (0.69861, -1.75443, 4.37342)
H (-0.87748, -1.13272, 3.91828)
H (1.75440, 0.30567, 3.42358)
H (0.66364, 0.62785, 4.75626)
H (0.45376, 2.00138, 2.59088)
H (-0.93866, 1.40391, 3.18705)
C (6.55684, 1.39057, 4.03131)
C (5.51051, 0.63171, 3.25762)
C (5.20257, -0.69269, 3.54496)
C (4.22045, -1.36782, 2.83915)
C (3.48947, -0.76153, 1.82135)
N (2.45689, -1.47285, 1.14399)
C (2.76051, -3.38107, -0.54695)
C (3.81925, -3.97613, 0.36254)
C (3.95647, -5.31422, 0.48793)
C (2.96622, -6.21901, 0.00503)
C (3.15744, -7.71469, 0.04593)
C (1.76346, -5.63752, -0.32597)
C (1.53392, -4.25942, -0.38767)
N (0.19091, -3.84113, -0.71261)
C (-0.81894, -4.63471, -1.11769)
C (-1.97015, -3.87015, -1.21933)
C (-1.56502, -2.59552, -0.87650)
N (-0.24959, -2.57004, -0.56597)
C (3.82402, 0.55699, 1.51442)
C (4.80461, 1.23590, 2.22670)
N (3.22586, 1.28318, 0.42570)
C (3.92417, 2.03568, -0.45062)
C (3.03141, 2.79066, -1.16671)
C (1.78466, 2.43112, -0.63794)
N (1.89589, 1.51590, 0.31840)
H (7.13171, 0.72246, 4.67079)
H (6.10110, 2.14855, 4.67110)
H (7.25188, 1.89949, 3.36275)
H (5.75102, -1.21680, 4.31880)
H (4.03531, -2.41213, 3.05246)
H (4.55238, -3.30302, 0.79570)
H (4.80495, -5.71128, 1.04076)
H (3.90841, -7.99034, 0.79089)
H (3.49450, -8.13559, -0.90518)
H (2.23324, -8.23407, 0.31562)
H (0.93534, -6.32214, -0.48744)
H (-0.67131, -5.67980, -1.31751)
H (-2.94575, -4.20455, -1.52765)
H (-2.13580, -1.67986, -0.87283)
H (5.00794, 2.27004, 1.97071)
H (4.99963, 1.97676, -0.48436)
H (3.24642, 3.49267, -1.95355)
H (0.80488, 2.77192, -0.93913)
C (-1.74490, 3.13851, -6.07752)
C (-1.72779, 3.73567, -4.66403)
C (-3.08234, 4.38495, -4.37388)
C (-0.63912, 4.81737, -4.58053)
C (-1.39127, 2.64215, -3.65510)
C (-0.34975, 1.74785, -3.87868)
C (-0.02485, 0.81710, -2.91259)
N (-0.68688, 0.70340, -1.76000)
C (-1.72422, 1.50672, -1.55934)
C (-2.08615, 2.49529, -2.45597)
C (-2.52736, 1.25481, -0.30477)
C (-3.81817, 1.73802, -0.17498)
C (-4.57460, 1.44756, 0.95645)
C (-3.96692, 0.64268, 1.91630)
C (-2.67873, 0.19690, 1.71585)
N (-1.96378, 0.50086, 0.62854)
C (-5.99956, 1.95616, 1.14629)
C (-6.94466, 0.75141, 1.25121)
C (-6.45351, 2.84203, -0.01323)
C (-6.06010, 2.77002, 2.44523)
H (-2.12754, 3.87809, -6.78247)
H (-2.38625, 2.25655, -6.13314)
H (-0.74626, 2.85768, -6.41508)
H (-3.29782, 5.12714, -5.14332)
H (-3.09121, 4.90805, -3.41550)
H (-3.89523, 3.65404, -4.38050)
H (-0.81927, 5.58138, -5.33943)
H (0.35376, 4.39749, -4.75458)
H (-0.64110, 5.30428, -3.60283)
H (0.22812, 1.77507, -4.79272)
H (0.80395, 0.13892, -3.06065)
H (-2.91132, 3.14917, -2.22654)
H (-4.24750, 2.32179, -0.97166)
H (-4.49099, 0.34728, 2.81628)
H (-2.18371, -0.43061, 2.44570)
H (-6.92259, 0.15106, 0.33955)
H (-7.96647, 1.10424, 1.40094)
H (-6.68949, 0.10332, 2.09171)
H (-6.46692, 2.30090, -0.96213)
H (-5.82253, 3.72761, -0.12355)
H (-7.47009, 3.18717, 0.17789)
H (-5.79577, 2.16991, 3.31758)
H (-7.07539, 3.14089, 2.59460)
H (-5.38769, 3.62960, 2.40632)

Results
Net charge: +1
HOMO-LUMO gap in hartree: 0.14868
Strongest force on any atom in Eh/bohr: 0.014
Highest occupied orbital energy in eV: -6.85
Lowest unoccupied orbital energy in eV: -2.80
Multiplicity: 1